(1)
C7H9O2P | the ωB97M-V functional and the def2-TZVPD basis

Results
HOMO	-8.65	eV
net charge	0
energy above the lowest of the compared OMol25 structures with the same formula, charge and spin	241.65	kJ/mol
frontier orbital gap	8.565	eV

Atoms and positions in Å:
P: 1.96006 -1.62711 -0.67976
C: 0.26955 0.40274 -0.80803
H: -1.34894 1.57623 -1.43331
O: 2.06095 -1.60346 -2.11898
C: 0.51720 -0.81747 0.05375
H: -1.30957 0.49891 2.54945
C: -0.05542 -0.76218 1.30214
H: -1.81922 0.01255 -1.35928
C: 0.56479 -4.03780 -1.80540
H: 2.14384 -2.82848 0.02969
C: -0.99978 0.24259 1.58962
H: 0.73573 1.17813 -0.16309
H: -2.74366 1.18780 0.55945
H: 3.10629 -0.87005 -0.38094
C: -1.20009 0.75722 -0.86189
H: 0.10030 -1.45665 2.15586
C: -1.69844 0.82890 0.55626
O: 0.08498 -4.50534 -2.72649
H: 0.78423 0.29769 -1.70888

---

(2)
C4H6O2 | the ωB97M-V functional and the def2-TZVPD basis

Results
HOMO (alpha / beta)	-1.16 / -2.31	eV
net charge	-1
energy above the lowest of the compared OMol25 structures with the same formula, charge and spin	157.39	kJ/mol
⟨S²⟩	0.755
frontier orbital gap (alpha / beta)	4.841 / 5.979	eV
2S+1	2

Atoms and positions in Å:
C: 1.49277 0.51581 -0.51398
H: -3.69449 -1.15918 0.34677
H: -0.37910 1.31387 -1.18770
C: -2.82619 -0.60341 -0.07716
H: -0.99256 -1.41355 0.70204
O: -3.09623 0.43092 -0.69110
O: 2.24079 0.35392 -1.48388
C: -1.55690 -1.37899 -0.24205
H: -2.20906 -2.33897 -0.02172
H: -1.25517 -1.45591 -1.29398
H: -0.20786 1.06562 0.65509
C: 0.16156 0.84768 -0.34930

---

(3)
C5H10O | the ωB97M-V functional and the def2-TZVPD basis

Results
HOMO	-9.25	eV
net charge	0
energy above the lowest of the compared OMol25 structures with the same formula, charge and spin	158.50	kJ/mol
SMILES	OC1CC=CC1.[H][H]
frontier orbital gap	10.274	eV

Atoms and positions in Å:
C: 1.16669 0.65213 -0.55394
C: -0.44636 -1.06062 -0.60096
H: -0.69355 -1.84590 0.12681
C: 1.01187 -0.66892 -0.59392
H: -2.10427 0.38213 -0.80533
C: -0.15659 1.37045 -0.54466
H: -0.74859 -1.42671 -1.59188
C: -1.17108 0.25617 -0.23808
H: 1.38517 -0.50142 2.13802
H: 1.86529 -0.85849 2.59246
H: 2.12174 1.16836 -0.54241
H: -0.22003 2.14782 0.22192
H: 1.82503 -1.38847 -0.62298
O: -1.44700 0.33318 1.15331
H: -0.35622 1.84248 -1.51666
H: -2.03211 -0.40219 1.37830

---

(4)
C20H45BBr16N3O | the ωB97M-V functional and the def2-TZVPD basis

Results
HOMO	-11.21	eV
net charge	+1
frontier orbital gap	8.891	eV

Atoms and positions in Å:
H: 3.43948 5.41511 -4.87116
H: -2.73734 1.70704 -0.09398
H: -1.63115 0.52081 -0.61752
Br: -3.03493 1.83465 -3.77861
H: -2.61196 -1.58300 2.25869
C: 3.28986 -3.02777 -0.78631
N: -3.31222 0.73987 2.20511
H: -4.48757 4.25394 -2.90310
C: -2.31576 -7.03467 -1.78922
H: 1.40936 -3.90926 -0.17679
Br: -0.78583 -9.16957 -0.64647
H: -6.19447 3.78281 -2.82901
Br: 2.99361 3.07644 -0.31284
Br: -3.23691 -4.31127 -3.98428
C: -5.17110 3.43183 -2.73085
C: 1.80912 -3.23961 -0.92994
H: -1.41357 -1.35835 -2.39858
H: -5.30262 -1.82384 2.92649
B: 0.07283 0.56333 1.40067
H: -3.20226 -6.72299 -2.33153
H: -2.79665 -9.09725 -2.07707
H: -2.01255 -2.90194 -1.75402
H: 3.04682 5.41576 -3.13907
H: 4.12083 2.16274 1.71243
C: 5.54431 1.87917 0.10838
H: 1.28029 -2.28920 -0.89168
H: -3.88827 -0.25744 0.52037
Br: -3.32375 -1.23907 5.02463
H: 0.74107 -0.95132 2.56755
C: -2.94535 -0.06189 0.99585
C: -4.98169 -2.26585 5.02024
C: -2.12278 1.60677 2.52129
Br: -2.12748 -5.75870 -0.33073
H: -3.64417 0.21184 3.01122
H: 5.88798 4.92395 -4.15876
C: -2.17375 -2.68816 -3.89692
H: 0.16881 0.33717 3.42374
Br: -6.70066 -0.15283 4.11295
H: -1.73887 1.54899 3.51561
H: 7.76072 5.21672 4.03317
C: -1.19359 1.52319 1.32254
Br: 1.37392 -4.02392 -2.65920
H: -5.41843 1.35582 -3.30040
Br: 4.96662 0.02953 -0.07770
Br: -3.87282 -1.27963 -2.07986
H: -5.44736 -2.09106 5.98240
H: 1.43756 0.76532 0.09836
C: -4.92378 2.26008 -3.63872
H: -2.58305 -2.00282 -4.63006
H: 6.63677 3.90758 4.44068
H: -4.68431 -3.30806 4.94416
H: 8.45520 3.79779 1.97733
Br: 5.88734 5.15411 2.42652
H: 8.95121 3.15591 3.55348
C: 3.74778 5.06776 -3.88896
N: 0.65119 0.04866 2.59002
O: 0.64834 0.21886 0.20025
H: -2.44635 -1.99235 0.64589
N: -2.32153 -1.28801 1.34906
C: 4.51017 2.67929 0.84301
H: 5.29538 6.54618 -3.74786
Br: -4.96871 2.93481 -0.85533
Br: 7.20292 1.72812 2.55087
Br: 5.56622 5.16524 -1.70883
H: 4.91096 3.64506 1.14494
H: -2.53458 2.59708 2.49390
H: 5.73967 2.25505 -0.88969
H: -4.04167 1.35963 1.89110
C: 5.15730 5.48093 -3.58493
C: -2.12328 0.89644 0.24550
H: -1.16539 -2.97285 -4.18469
C: 8.10207 3.41341 2.92669
C: -5.85655 -1.88628 3.85672
H: 3.73759 -2.58846 -1.67010
C: -2.47383 -8.43870 -1.27548
H: -5.24851 2.49383 -4.64873
H: 6.47243 1.84475 0.67330
Br: 4.22237 -4.70110 -0.45297
C: 7.19521 4.37650 3.63978
Br: 3.60058 3.13052 -3.92586
H: -0.88285 2.50941 1.04731
H: -6.66776 -2.59952 3.74266
H: -1.44433 -6.91226 -2.42140
H: -3.17147 -8.50469 -0.44912
C: -2.17096 -2.13350 -2.50335
H: 3.50082 -2.40260 0.07677

---

(5)
C6H10O | the ωB97M-V functional and the def2-TZVPD basis

Results
HOMO (alpha / beta)	-13.40 / -13.39	eV
net charge	+1
energy above the lowest of the compared OMol25 structures with the same formula, charge and spin	607.94	kJ/mol
⟨S²⟩	0.753
frontier orbital gap (alpha / beta)	6.947 / 6.938	eV
2S+1	2

Atoms and positions in Å:
H: -2.42695 0.39038 -0.10375
H: 2.26263 -2.44605 1.29885
O: -3.20337 0.45869 -1.95931
H: -1.31684 1.33174 -0.93773
C: 1.32752 0.09776 0.14214
C: 2.58029 -2.04242 0.33107
H: 0.17100 -1.22735 1.02700
H: 1.42914 1.41666 -0.40862
H: 3.20943 -0.38868 -0.76337
C: -1.73017 1.25728 0.09291
H: -2.37328 2.12022 0.23746
C: -0.83868 0.81856 1.16984
C: 0.15901 -0.13437 0.82563
C: 2.34398 -0.82829 -0.22722
H: 3.41253 -2.42941 -0.25463
H: -1.10683 1.14787 2.17752
H: -3.89941 0.45743 -2.64780

---

(6)
C7H11N2O2 | the ωB97M-V functional and the def2-TZVPD basis

Results
HOMO	-3.38	eV
net charge	-1
energy above the lowest of the compared OMol25 structures with the same formula, charge and spin	248.35	kJ/mol
frontier orbital gap	6.577	eV

Atoms and positions in Å:
C: 1.65485 0.99859 -3.18368
N: 0.07205 -0.08823 3.43313
O: 2.80065 -0.51304 -1.76518
H: 2.03541 1.88822 -3.60869
H: 0.38556 0.21750 4.39535
H: -2.53671 -0.94472 -1.52748
C: -0.86185 -0.20554 1.48614
C: -1.65939 -0.01263 0.23322
H: -1.97820 0.83005 3.33655
C: 1.00958 -0.66694 2.57382
N: 0.41725 -0.72752 1.37977
H: 0.59220 1.16070 -3.22616
H: -1.25945 0.77060 -0.43242
H: -1.93298 -2.15142 -0.27792
O: 1.76245 1.30652 -0.92702
H: -2.80885 0.28272 0.41862
C: -1.11161 0.30915 2.81241
C: 2.16120 0.51839 -1.84677
H: 1.82370 0.27017 -3.92909
H: -0.80541 -1.33950 -1.46803
C: -1.74621 -1.20279 -0.85075
H: 1.98575 -0.70029 2.97415

---

(7)
C26H34F2O24 | the ωB97M-V functional and the def2-TZVPD basis

Results
HOMO	-10.43	eV
net charge	0
energy above the lowest of the compared OMol25 structures with the same formula, charge and spin	222.60	kJ/mol
SMILES	O=C1OC[C@@H](F)O1.O=C1OC[C@@H](F)O1.C[C@H]1COC(=O)O1.C[C@H]1COC(=O)O1.O=C1OCCO1.O=C1OCCO1.O=C1OCCO1.O=C1OCCO1
frontier orbital gap	10.079	eV

Atoms and positions in Å:
O: 2.33347 0.85122 1.94220
H: -6.51842 3.21969 0.63386
H: 5.75845 -1.20260 1.09499
O: -2.40666 -0.15184 0.67196
C: 4.71328 1.18702 -1.45768
O: 0.07475 2.79758 -0.51438
H: -0.13541 -4.24978 1.93006
O: 5.53255 1.91357 -0.97396
C: -4.93354 4.64892 0.70340
C: -2.16314 0.19992 -0.59660
H: -0.43801 3.58913 1.44575
C: 3.90415 -0.50897 -2.75196
O: -1.38238 -1.24887 -4.16017
O: -4.20856 5.45252 -0.25049
H: -1.13220 -0.05672 2.28596
C: -3.20447 -0.10896 -4.90320
O: -0.83035 0.22245 -0.84617
H: 4.32845 -0.56644 1.81744
H: 0.73473 -0.33048 5.69923
H: 1.91789 0.29896 -2.16424
C: 3.17681 -3.05080 0.85082
C: -3.83538 3.65061 1.10728
H: 4.00273 -1.58107 -2.89077
H: -1.24890 -1.66661 1.44385
O: 0.38304 4.77078 -1.33286
O: -2.20832 -5.39566 -0.36373
C: -2.91560 5.33353 -0.15517
H: 0.74823 -5.18014 -0.69433
C: -6.13798 4.03601 0.01631
H: -5.23753 5.34764 1.48257
C: 4.78343 -1.49940 1.48002
H: 1.73197 -1.60609 5.09186
O: -3.31404 -1.52327 -5.12500
H: -3.99895 2.68300 0.63429
H: -5.82977 3.63245 -0.94727
H: -0.19634 -5.99376 1.58825
H: 3.47640 -0.33115 5.75649
H: -1.56312 -5.19413 2.23629
F: 0.50786 -1.40674 -0.08390
H: 0.12410 -3.72593 -1.44792
O: 5.04189 0.22875 -2.28140
O: 3.32650 0.56568 3.97571
O: 3.37998 1.06128 -1.11733
F: -3.64071 0.67574 -5.89339
C: 0.32861 3.47900 0.67766
O: 1.26851 -0.20648 3.61600
O: -2.60287 4.23609 0.57175
H: 4.74126 -2.30399 3.46037
C: 2.84114 -0.10403 -1.74383
O: 2.25364 -3.53142 0.24710
C: -0.74991 -5.05792 1.52197
C: -0.07507 -0.26747 0.29476
H: 2.65793 1.17583 5.92271
C: -1.17622 -4.54546 0.14152
H: 0.25305 5.64625 0.50472
O: -0.14749 3.12228 -2.76892
O: 3.53924 -3.34954 2.09694
C: 2.79040 0.34104 5.23510
C: -0.16863 -4.66456 -0.97966
O: 3.99353 -2.02664 0.42829
H: 0.63315 0.44026 0.71783
H: 1.15745 3.05642 1.24967
C: 4.71683 -2.65887 2.42808
C: -1.22698 -0.58254 1.34050
H: -6.97431 4.72351 -0.09512
C: -0.00317 3.55080 -1.64519
O: -2.61045 -6.66701 -2.25452
H: 2.55821 -0.96475 -1.14034
C: -1.91496 -5.92785 -1.63496
O: -3.01866 0.62384 -1.31132
C: -1.72136 0.07668 -4.57994
O: -2.09628 6.13043 -0.55120
O: -2.18820 -3.31770 -4.42661
H: 1.82308 4.95178 0.22667
C: 1.51542 -0.54424 4.97067
O: -0.72774 -5.47860 -1.98751
H: -1.59769 0.69063 -3.68783
C: -2.28726 -2.12484 -4.57188
C: 2.30618 0.53248 3.08749
H: -1.06577 0.45550 -5.36284
H: -1.65164 -3.56321 0.16955
H: -3.83548 0.06686 -4.02889
H: 5.47848 -3.44170 2.38593
H: -3.75453 3.55016 2.18713
C: 0.76102 4.80806 0.02855
H: 3.47666 -0.11613 -3.67705

---

(8)
C16H24O | the ωB97M-V functional and the def2-TZVPD basis

Results
HOMO	-8.24	eV
net charge	0
energy above the lowest of the compared OMol25 structures with the same formula, charge and spin	0.00	kJ/mol
SMILES	Cc1cc(CC(C)C)c(O)c(C2CCCC2)c1
frontier orbital gap	9.024	eV

Atoms and positions in Å:
H: -0.00381 -4.07905 0.05915
H: -0.14738 -4.26202 -2.49581
C: -0.14324 -2.89888 2.35506
H: -0.41721 -3.95629 2.31710
C: -0.58546 1.26940 -0.74258
C: -1.55094 2.22509 -0.03356
H: -0.77117 -2.54631 3.11572
H: 0.05911 0.22423 2.25332
C: -0.13770 -3.01436 -0.16616
O: -0.74969 -0.05039 1.78448
H: 2.64590 -4.06238 3.89412
H: 1.92151 -2.88129 2.09090
H: -1.63312 2.07489 1.04936
C: -0.92673 3.63248 -0.19616
H: 1.30006 -4.92579 3.43171
C: -0.57328 -0.86007 0.70623
C: 0.74673 1.98369 -0.59277
H: 1.13231 -3.95788 4.89775
H: -2.53455 2.25238 -0.59866
H: 0.87792 4.02786 -1.41916
H: 1.41986 1.70166 -1.39445
H: -0.94289 -2.98794 -3.27874
C: -0.00375 -3.23298 -2.75317
H: -1.58435 4.33155 -0.62140
H: -0.57503 -0.70318 -2.70557
H: 1.30527 1.68771 0.28035
H: 2.33943 -1.46999 4.21165
H: 0.84816 -2.92163 -3.37807
C: 0.50657 3.52265 -0.54793
H: 1.08484 3.99206 0.23063
H: 1.47368 -0.60280 2.99335
C: -0.48889 -1.06670 -1.63965
H: -0.89780 4.09170 0.80996
C: 1.60106 -3.99431 3.87256
C: 1.37714 -1.46911 3.68316
C: -0.35743 -2.23737 0.96941
H: 0.52291 -1.34289 4.34448
H: -1.00777 1.41846 -1.74496
C: -0.53882 -0.20522 -0.53321
C: -0.20881 -2.43270 -1.48096
C: 1.30141 -2.78079 2.99710

---

(9)
CH4NS | the ωB97M-V functional and the def2-TZVPD basis

Results
HOMO	-2.72	eV
net charge	-1
energy above the lowest of the compared OMol25 structures with the same formula, charge and spin	22.34	kJ/mol
frontier orbital gap	7.393	eV

Atoms and positions in Å:
N: 1.55689 -0.28125 0.98738
H: 1.72749 0.43796 -0.90819
H: 0.10053 -0.31711 -0.54398
H: 0.77400 -0.49768 1.60814
S: -2.44183 -0.23912 -0.51763
H: -2.84305 1.03799 -0.43229
C: 1.12596 -0.14080 -0.19343

---

(10)
C27H26N3O5S5SbTi | the ωB97M-V functional and the def2-TZVPD basis

Results
HOMO (alpha / beta)	-0.10 / -1.22	eV
net charge	-2
energy above the lowest of the compared OMol25 structures with the same formula, charge and spin	20.76	kJ/mol
⟨S²⟩	2.041
frontier orbital gap (alpha / beta)	4.310 / 5.421	eV
2S+1	3

Atoms and positions in Å:
H: -4.51507 -2.14293 1.93407
O: 5.20321 1.05284 -0.90009
S: 1.29836 0.84667 5.20604
H: 0.92340 -4.60499 -2.80705
H: 3.37981 -1.71963 4.14478
H: -0.79638 -5.01617 -1.77617
C: -3.11775 -3.24378 -0.09479
C: -1.21566 -4.18752 -1.22106
Sb: -2.53905 2.25820 0.46341
C: -1.64573 3.58595 -0.99589
C: 2.82234 1.20508 -2.54110
O: 1.64803 -1.81279 -1.30721
H: -0.59447 3.34177 -1.13841
C: 1.21874 1.67792 2.72285
C: -0.40583 -3.04376 -0.95623
H: 1.54234 -1.47321 2.46989
C: -0.83816 0.55543 -2.58407
C: 1.38269 1.13198 -3.03229
C: 4.10829 0.64785 -0.56869
C: 4.83220 -0.78036 2.86036
H: -6.05309 -2.60050 1.16261
C: -4.51266 3.12321 0.02763
C: -2.24580 3.55173 2.14747
C: -1.03682 -2.02244 -0.16624
H: -2.25278 0.80932 -4.15587
H: -1.18481 3.79325 2.19710
C: 3.57945 -1.27387 3.18094
H: -2.17896 3.48336 -1.94402
H: -0.51968 1.66258 -5.76195
C: 2.72875 1.73909 4.90209
O: -0.36093 -0.93097 0.20061
O: 3.67799 1.62218 -3.30205
C: 2.55339 -1.14002 2.25996
H: 2.33416 -3.53469 -2.88119
H: -5.22818 2.84741 0.80714
H: 1.87464 1.84012 -4.96343
H: -1.72804 4.61912 -0.65005
C: 5.02285 -0.16936 1.63153
H: -2.84154 4.45990 2.03336
N: 0.44541 0.66839 -2.16983
C: -5.01456 -2.32894 0.97854
S: -1.02870 0.16911 3.52235
C: 1.60407 -3.99330 -2.21304
N: 2.74554 -0.55710 1.07666
C: -2.36374 -2.12143 0.22526
H: -4.88395 2.74690 -0.92992
C: -2.53065 -4.28326 -0.81335
S: 2.75166 2.31267 3.29815
H: 5.63889 -0.83690 3.58041
H: 5.96641 0.26242 1.33078
S: 4.01368 1.87109 5.97399
O: -4.43361 -3.41203 0.28530
C: 3.94923 -0.06808 0.76763
H: -4.98014 -1.40672 0.38966
H: -1.54557 0.16373 -1.86330
C: -0.24590 1.38679 -4.75033
H: -2.73594 -1.30486 0.83012
H: -3.12037 -5.16408 -1.04221
C: 1.07220 1.49070 -4.32947
C: 0.91545 -2.89790 -1.44855
C: 0.48772 0.97236 3.63554
H: -4.44677 4.21362 -0.02106
S: 0.88951 2.05465 1.03482
Ti: 1.19389 -0.09896 -0.35628
C: -1.21624 0.91271 -3.86300
H: 2.15170 -4.66474 -1.53848
H: -2.51620 3.01302 3.05587
N: 2.91771 0.74218 -1.25026

---

(11)
C4H7NO2 | the ωB97M-V functional and the def2-TZVPD basis

Results
HOMO	-9.70	eV
net charge	0
energy above the lowest of the compared OMol25 structures with the same formula, charge and spin	40.03	kJ/mol
SMILES	NC(=O)CCC=O
frontier orbital gap	10.396	eV

Atoms and positions in Å:
H: 2.01071 -0.48765 0.92176
H: 0.30313 1.61059 0.38243
N: -1.82064 0.00021 -0.23405
C: 1.05171 -0.42410 0.39391
O: -1.97674 0.33379 2.00964
C: 1.28305 -0.41803 -1.08572
H: 0.58531 -1.42088 0.47767
O: 0.55519 0.10111 -1.90419
C: -1.31910 0.33632 0.98331
H: 2.14487 -1.03590 -1.40784
H: -2.80225 -0.21719 -0.30357
H: 0.43641 0.91455 1.99878
H: -1.26108 0.11728 -1.06948
C: 0.16331 0.69077 0.96523

---

(12)
C2H2CoFLiO | the ωB97M-V functional and the def2-TZVPD basis

Results
HOMO (alpha / beta)	-18.31 / -18.72	eV
net charge	+2
⟨S²⟩	3.765
frontier orbital gap (alpha / beta)	7.946 / 7.724	eV
2S+1	4

Atoms and positions in Å:
C: -0.83599 -1.29352 0.05097
O: 0.38669 -1.50293 -0.00791
H: 0.33454 2.76308 -1.21710
Li: 1.66987 -2.61944 0.80033
H: -1.43151 -2.14345 0.46856
C: 0.12921 2.08611 -0.36681
Co: -1.42655 0.65471 -0.09830
F: 1.17374 2.05543 0.37026

---

(13)
C5H5NO | the ωB97M-V functional and the def2-TZVPD basis

Results
HOMO	-10.65	eV
net charge	0
energy above the lowest of the compared OMol25 structures with the same formula, charge and spin	224.40	kJ/mol
SMILES	C#C[C@@H](O)CC#N
frontier orbital gap	11.318	eV

Atoms and positions in Å:
O: 1.44520 -1.35521 -0.10076
H: 1.27596 -1.94855 -0.84306
H: -1.96889 0.05456 -2.69663
C: 0.65242 0.62993 0.88698
N: -1.41398 2.19144 1.26821
C: -0.60801 -0.43830 -0.94738
H: -0.33378 -1.28411 0.95324
C: -1.32882 -0.19132 -1.87964
C: 0.23909 -0.69423 0.22405
C: -0.49187 1.50994 1.12024
H: 1.36677 1.12712 0.22697
H: 1.16324 0.42314 1.83061